175
Properties=species:S:1:pos:R:3 method="wB97M-V/def2-TZVPD" charge=-1 fmax_ev_per_a=4.8 homo_lumo_gap_ha=0.2984
Cl 0.00215 -0.25229 -0.42360
O -0.21342 -0.49718 0.97157
O 0.19073 1.16392 -0.61993
O 1.19466 -0.89984 -0.90125
O -1.01967 -0.68898 -1.30425
C 6.31009 -0.13884 1.49494
C 5.51435 -1.20825 2.27618
C 5.23775 -0.81361 3.79736
C 4.63451 -1.90343 4.55991
N 4.16845 -2.75814 5.19674
H 7.36498 -0.12693 1.76913
H 5.97753 0.86931 1.74216
H 6.17399 -0.48184 0.46930
H 5.88043 -2.22795 2.15656
H 4.47948 -1.21074 1.93393
H 4.57913 0.04789 3.90749
H 6.23134 -0.58025 4.18002
C -1.06170 6.56693 -1.46911
C -0.64377 7.40865 -2.72003
C 0.81249 7.88686 -2.70675
C 1.17231 8.63929 -1.54811
N 1.42332 9.25948 -0.61274
H -0.56912 5.59504 -1.49916
H -2.11524 6.29917 -1.38858
H -0.74852 6.91928 -0.48632
H -1.25725 8.30676 -2.79166
H -0.92723 6.85434 -3.61474
H 1.05556 8.55160 -3.53568
H 1.46050 7.01302 -2.77444
C 0.20637 2.49020 7.64578
C 0.41998 2.41970 6.12929
C -0.82658 2.57378 5.32130
C -1.47170 3.80584 5.55962
N -1.98206 4.81722 5.71858
H 0.77311 1.66348 8.07410
H -0.82969 2.29014 7.91901
H 0.55936 3.42063 8.09049
H 0.95469 1.51442 5.84177
H 1.10586 3.20502 5.81156
H -1.47648 1.70814 5.44925
H -0.56868 2.56732 4.26227
C -0.32476 -3.77023 3.94720
C 0.16375 -2.34466 4.14817
C -0.64068 -1.46799 5.04585
C -1.00241 -2.10498 6.31483
N -1.32501 -2.58812 7.34811
H 0.36437 -4.36070 3.34342
H -1.27825 -3.75338 3.41929
H -0.61163 -4.29399 4.85906
H 0.31896 -1.76894 3.23573
H 1.16497 -2.43641 4.56916
H -1.58634 -1.26077 4.54495
H -0.09714 -0.53972 5.22182
C -1.36068 3.89033 -4.15750
C -2.60293 3.18815 -3.61290
C -2.43654 1.75579 -3.12471
C -2.10865 0.83386 -4.16008
N -1.85432 0.10455 -5.01169
H -0.56073 3.94077 -3.41883
H -1.50924 4.92952 -4.45093
H -1.04844 3.42803 -5.09393
H -3.40227 3.15950 -4.35340
H -3.03149 3.81202 -2.82855
H -3.35400 1.29225 -2.76210
H -1.63333 1.84743 -2.39357
N -1.98684 1.67921 2.07614
C -2.23102 3.02342 2.07901
C -3.34797 3.27101 2.91384
C -3.80515 2.04091 3.37667
C -2.86240 1.04970 3.00603
H -1.27187 1.16398 1.58272
H -1.71895 3.76669 1.48595
H -3.77321 4.22609 3.18478
H -4.71603 1.93050 3.94632
H -2.85208 -0.01456 3.18944
N -4.93107 -0.09785 -0.20621
C -6.10742 0.28238 0.40421
C -7.00248 -0.72659 0.39381
C -6.30623 -1.79511 -0.25023
C -5.02143 -1.43570 -0.56858
H -4.06901 0.42724 -0.17134
H -6.15121 1.31717 0.71030
H -7.94282 -0.76646 0.92350
H -6.76737 -2.75737 -0.41694
H -4.19752 -1.86016 -1.12302
N 3.75068 -2.30003 -3.93362
C 5.00249 -1.78398 -4.23581
C 5.90703 -2.37288 -3.29768
C 5.16145 -3.17167 -2.44317
C 3.82591 -3.09658 -2.86986
H 2.94693 -2.17046 -4.53135
H 5.22037 -1.13175 -5.06858
H 6.97952 -2.26563 -3.22946
H 5.53934 -3.71329 -1.58861
H 2.96956 -3.50385 -2.35297
N 2.54730 0.72105 -3.81904
C 3.42841 1.20926 -4.77665
C 2.64208 1.91658 -5.73798
C 1.30450 1.56348 -5.49232
C 1.27466 0.95640 -4.23795
H 2.79571 0.23246 -2.97071
H 4.49506 1.17830 -4.61025
H 2.96794 2.40211 -6.64598
H 0.43236 1.79915 -6.08414
H 0.40284 0.66407 -3.67149
N -0.06975 -3.15208 -3.25752
C 0.35471 -4.47219 -3.07113
C 1.11366 -4.83139 -4.17120
C 1.16086 -3.71163 -4.99418
C 0.43655 -2.67885 -4.39983
H -0.66415 -2.60536 -2.65097
H 0.00443 -4.94549 -2.16578
H 1.64656 -5.73435 -4.43020
H 1.59241 -3.61518 -5.97950
H 0.16992 -1.68559 -4.72962
N -5.33377 -3.83589 -4.42320
C -5.73031 -2.55401 -4.14603
C -4.63353 -1.77332 -4.17171
C -3.54107 -2.55819 -4.65438
C -3.99079 -3.83823 -4.83137
H -5.88606 -4.67877 -4.35509
H -6.72630 -2.42052 -3.75030
H -4.56117 -0.72496 -3.92250
H -2.53633 -2.22967 -4.87569
H -3.61541 -4.79395 -5.16619
N -5.02392 -1.61307 2.90343
C -5.10085 -1.29513 4.22571
C -4.47738 -2.32193 4.89005
C -4.05095 -3.21965 4.01273
C -4.39793 -2.79406 2.74740
H -5.27224 -0.98011 2.15658
H -5.55166 -0.35908 4.52062
H -4.31925 -2.35228 5.95798
H -3.42419 -4.05257 4.29523
H -4.18084 -3.14617 1.74975
N -2.03265 -4.00888 -0.35721
C -3.03355 -4.62818 -1.03677
C -2.78885 -5.97406 -0.94029
C -1.71407 -6.18210 -0.07807
C -1.25662 -4.90895 0.25142
H -1.91382 -3.01325 -0.23602
H -3.82063 -4.21658 -1.65118
H -3.36198 -6.72528 -1.46333
H -1.29384 -7.14509 0.17183
H -0.41119 -4.61545 0.85599
N 3.83486 4.08879 -3.19397
C 2.67898 3.98599 -2.42828
C 2.83966 4.90182 -1.39117
C 4.13811 5.42030 -1.46869
C 4.68584 5.02850 -2.64864
H 3.96957 3.60003 -4.06751
H 1.88288 3.28579 -2.63401
H 2.11424 5.13015 -0.62432
H 4.64822 6.12305 -0.82655
H 5.59590 5.29507 -3.16549
N 2.55403 1.71407 1.75116
C 3.61633 2.58073 1.54781
C 3.99387 3.06405 2.84105
C 3.08306 2.52197 3.70360
C 2.20338 1.74074 3.09502
H 2.21981 1.08577 1.03447
H 3.95211 2.80294 0.54567
H 4.83814 3.68226 3.10829
H 3.17466 2.73278 4.75887
H 1.38900 1.11986 3.43807
N 2.36328 -3.52105 0.22652
C 2.63608 -3.18350 1.49047
C 2.88940 -4.40291 2.13664
C 2.74788 -5.44402 1.26730
C 2.45880 -4.90732 0.04504
H 2.07059 -2.88751 -0.50358
H 2.68486 -2.16730 1.85289
H 3.06030 -4.58965 3.18656
H 2.78073 -6.48644 1.54781
H 2.18408 -5.34221 -0.90460